#one
DFT (ωB97M-V with the def2-TZVPD basis set) results for C7H15NO2 in the gas phase.

Each line ends with the Löwdin charge.
Cartesian coordinates (Å):
C (-0.1998, 0.3072, 3.0615)  -0.033
C (-1.5572, 0.2600, 2.2181)  -0.341
O (-1.6520, 1.4797, 1.5093)  -0.078
C (-0.8969, 1.3360, 0.2971)  -0.088
C (-1.1167, -0.1960, -0.0354)  -0.270
C (0.2033, -0.9014, -0.3961)  -0.165
N (0.8610, -0.1591, -1.4359)  -0.297
C (0.0990, -0.0687, -2.7131)  -0.069
C (2.2588, -0.4481, -1.6468)  -0.105
O (-1.5122, -0.7654, 1.2063)  -0.071
H (0.8020, 0.3361, 2.5806)  0.073
H (-0.0558, -0.5949, 3.7632)  0.093
H (-0.3868, 1.0868, 3.8031)  0.066
H (-2.3416, -0.0234, 3.0059)  0.171
H (-1.3081, 1.8939, -0.5062)  0.108
H (0.1694, 1.5568, 0.4496)  0.127
H (-1.8163, -0.4533, -0.8072)  0.130
H (-0.0963, -1.8665, -0.8096)  0.122
H (0.8218, -1.0087, 0.4908)  0.124
H (-0.8276, 0.5604, -2.4689)  0.095
H (-0.1099, -1.0887, -3.1047)  0.087
H (0.7169, 0.4420, -3.4903)  0.088
H (2.7820, 0.1793, -2.3460)  0.076
H (2.3235, -1.4495, -1.9433)  0.056
H (2.8395, -0.4148, -0.6820)  0.101

Values from the calculation:
Spin multiplicity = 1
Total charge = 0
SMILES string = C[C@H]1OC[C@@H](CN(C)C)O1
HOMO level = -0.3042 Ha



#two
DFT (ωB97M-V with the def2-TZVPD basis set) results for a 3-piece molecular cluster, C7H15NO2 overall.

Each line ends with the Löwdin charge.
Cartesian coordinates (Å):
C (1.9797, -0.4695, 0.5285)  -0.408
C (0.5881, -1.0677, 0.7723)  -0.069
C (1.3646, 1.7551, 1.7133)  -0.003
C (2.0806, 1.0576, 0.5902)  -0.408
O (2.5585, -0.9525, -0.6628)  -0.030
O (2.7561, 1.6515, -0.2246)  0.077
H (3.0069, -0.1990, -1.0798)  0.083
H (2.6146, -0.7889, 1.3839)  0.153
H (0.3653, -0.9408, 1.8326)  0.054
H (0.0184, -0.3036, -0.7397)  0.032
H (0.6723, -2.1403, 0.5937)  0.071
H (1.5657, 1.2644, 2.6668)  0.089
H (1.6678, 2.7989, 1.7560)  0.086
H (0.2891, 1.6953, 1.5336)  0.089
C (-3.4133, -0.5520, -1.0722)  -0.067
C (-0.3173, 0.4501, -1.6182)  -0.060
C (-2.1190, -0.7531, -0.4083)  -0.215
N (-1.5702, -1.2217, 0.5656)  0.081
H (-1.8986, -1.8070, 1.3385)  0.117
H (-3.4136, 0.4029, -1.6016)  0.072
H (-4.2667, -0.6029, -0.3855)  0.078
H (-3.5207, -1.3289, -1.8329)  0.088
H (0.6874, 0.8022, -1.8529)  0.023
H (-0.9349, 1.2939, -1.3172)  0.034
H (-0.7606, -0.0439, -2.4792)  0.032

Values from the calculation:
Spin multiplicity = 1
Total charge = 0
HOMO level (alpha / beta) = -0.2629 / -0.2572 Ha



The structure with the most favorable energy is #one; the runner-up is 0.1397 hartree above it.



#one
DFT (ωB97M-V with the def2-TZVPD basis set) results for a 2-piece molecular cluster, C7H15NO2 overall.

Each line ends with the Löwdin charge.
Cartesian coordinates (Å):
C (0.1933, -0.7310, -1.2204)  -0.161
C (-2.0773, 1.1221, -0.7583)  -0.004
C (-0.5790, 1.2240, -0.5562)  -0.437
N (-0.8239, -1.7401, -1.2583)  -0.013
O (0.1347, 2.0262, -1.2078)  -0.010
H (-0.5319, -2.5897, -1.7263)  0.078
H (-1.7115, -1.4509, -1.6385)  0.056
H (1.1695, -1.2119, -1.2627)  0.091
H (0.2507, -0.1432, -2.1373)  0.104
H (-2.4913, 0.1442, -0.5174)  0.072
H (-2.3325, 1.3850, -1.7871)  0.092
H (-2.5649, 1.8238, -0.0770)  0.101
C (2.1657, 0.0363, 0.6443)  -0.045
C (0.2346, -1.4368, 1.4590)  -0.063
C (0.6872, -0.2028, 0.7301)  -0.309
C (-0.1490, 1.0128, 0.9555)  -0.306
O (0.5196, 2.1758, 1.3845)  -0.024
H (0.8194, 2.6073, 0.5539)  0.097
H (-1.0182, 0.8293, 1.5894)  0.150
H (2.7463, -0.8393, 0.9448)  0.087
H (2.4593, 0.3545, -0.3636)  0.093
H (-0.8258, -1.6364, 1.2831)  0.076
H (0.8058, -2.3182, 1.1589)  0.086
H (0.3779, -1.2920, 2.5373)  0.100
H (2.5412, 0.8510, 1.2699)  0.088

Values from the calculation:
Spin multiplicity = 1
Total charge = 0
HOMO level = -0.3129 Ha



#two
DFT (ωB97M-V with the def2-TZVPD basis set) results for a 2-piece molecular cluster, C7H15NO2 overall.

Each line ends with the Löwdin charge.
Cartesian coordinates (Å):
C (-2.3448, 0.4942, -0.3155)  0.014
C (-0.9000, 0.8691, -0.1523)  -0.400
O (-0.1781, 1.0175, -1.1628)  -0.003
C (-0.2394, 0.8063, 1.1478)  -0.424
C (-1.0377, 0.7412, 2.4304)  -0.049
N (0.8796, 1.6928, 1.2456)  0.067
H (-2.9388, 0.6602, 0.5792)  0.072
H (-2.4049, -0.5566, -0.5993)  0.090
H (-2.7585, 1.0810, -1.1351)  0.096
H (0.2115, -0.3599, 0.7694)  0.143
H (-0.3707, 0.5189, 3.2649)  0.077
H (-1.8208, -0.0113, 2.3868)  0.074
H (-1.5011, 1.7057, 2.6414)  0.086
H (1.5965, 1.3611, 1.8778)  0.079
H (1.2681, 1.8690, 0.3258)  0.075
C (1.2436, -1.5207, 0.0459)  -0.049
C (0.5113, -1.1323, -1.5011)  -0.458
C (1.5196, -0.6639, -2.5120)  -0.032
O (-0.5200, -1.6834, -1.7353)  0.068
H (1.9498, -2.1958, -0.4463)  0.066
H (0.6316, -2.2038, 0.6348)  0.080
H (1.9492, -0.8273, 0.5100)  0.067
H (2.0389, -1.5286, -2.9276)  0.092
H (2.2291, 0.0234, -2.0590)  0.081
H (0.9861, -0.1568, -3.3136)  0.089

Values from the calculation:
Spin multiplicity = 1
Total charge = 0
SMILES string = CC(=O)[C@H](C)N.CC(C)=O
HOMO level = -0.3189 Ha



The structure with the most favorable energy is #two; the runner-up is 0.0323 hartree above it.



#one
DFT (ωB97M-V with the def2-TZVPD basis set) results for an isolated ion of composition C5H7N2 and charge +1.

Each line ends with the Löwdin charge.
Cartesian coordinates (Å):
C (-3.0688, 0.1846, -0.0576)  -0.058
N (-1.8458, 0.5774, 0.5758)  0.052
N (-0.8807, -0.1477, 0.5556)  0.116
C (0.3786, -0.2076, 0.6679)  -0.075
C (1.5161, -0.4933, 1.4867)  0.196
C (1.7940, -0.1302, 0.2109)  -0.057
C (2.4094, 0.0959, -1.0796)  -0.010
H (-3.7602, 0.0436, 0.7681)  0.096
H (-3.4712, 1.1929, -0.5265)  0.142
H (-2.9997, -0.5693, -0.8419)  0.091
H (1.9605, -0.8484, 2.4222)  0.142
H (1.7749, 0.6974, -1.7590)  0.116
H (2.7493, -0.8567, -1.5663)  0.131
H (3.4438, 0.4613, -0.8563)  0.119

Values from the calculation:
Spin multiplicity = 1
Total charge = +1
SMILES string = CN=[N+]=c1cc1C
HOMO level = -0.5114 Ha



#two
DFT (ωB97M-V with the def2-TZVPD basis set) results for an isolated ion of composition C5H7N2 and charge +1.

Each line ends with the Löwdin charge.
Cartesian coordinates (Å):
C (2.4870, 0.8315, 0.0870)  0.052
C (1.2071, 1.0363, -0.1743)  -0.121
C (0.0922, 0.0712, -0.0740)  -0.213
C (-1.2489, 0.2864, 0.1556)  0.036
C (-2.2456, -0.7618, -0.0610)  -0.019
N (0.4856, -1.2405, -0.0415)  0.092
N (0.9972, -2.2149, -0.0086)  0.434
H (3.2658, 1.6921, -0.0111)  0.122
H (2.9654, -0.1877, 0.3135)  0.092
H (0.9242, 1.9932, -0.4025)  0.087
H (-1.4293, 1.3743, 0.3584)  0.168
H (-2.7016, -0.4465, -0.9187)  0.085
H (-1.8746, -1.7090, -0.0470)  0.052
H (-2.9244, -0.7246, 0.8244)  0.134

Values from the calculation:
Spin multiplicity = 1
Total charge = +1
SMILES string = C=C/C(=C/C)[N+]#N
HOMO level = -0.5261 Ha



#three
DFT (ωB97M-V with the def2-TZVPD basis set) results for an isolated ion of composition C5H7N2 and charge +1.

Each line ends with the Löwdin charge.
Cartesian coordinates (Å):
C (-0.7710, 2.1465, 1.6112)  -0.014
N (-0.2490, 0.9786, 1.0577)  0.159
C (0.0779, 0.0261, 0.4508)  0.191
C (0.4499, -1.0376, -0.3367)  -0.384
C (0.5649, -2.5024, -0.3797)  -0.008
N (1.6400, -1.6249, -0.8050)  0.097
C (0.8785, -0.7987, -1.8037)  0.045
H (-0.0696, 2.9447, 1.8792)  0.120
H (-1.2828, 1.7546, 2.4746)  0.110
H (-1.5038, 2.6273, 0.8978)  0.139
H (0.4352, -2.9741, 0.5687)  0.123
H (-0.0329, -3.0203, -1.2090)  0.155
H (0.1913, -1.2539, -2.5021)  0.114
H (1.3928, 0.1644, -2.1083)  0.153

Values from the calculation:
Spin multiplicity = 1
Total charge = +1
SMILES string = C[N+]#CC12CN1C2
HOMO level = -0.5447 Ha



The structure with the most favorable energy is #two; the runner-up is 0.0413 hartree above it.



#one
DFT (ωB97M-V with the def2-TZVPD basis set) results for an isolated ion of composition C5H7N2 and charge +1.

Each line ends with the Löwdin charge.
Cartesian coordinates (Å):
C (-0.9261, -0.1201, -0.8530)  0.017
C (0.6653, -0.6596, 1.7520)  0.335
C (-2.0303, 1.0968, 0.9422)  0.062
C (0.3480, -0.7982, -0.7471)  -0.368
C (1.4068, 0.0462, -1.4105)  -0.024
N (0.6487, -1.0008, 0.6408)  0.187
N (-1.4520, 0.4790, 0.0356)  -0.011
H (0.6367, -0.7644, 2.7531)  0.097
H (-2.5831, 0.4265, 1.5292)  0.081
H (-1.9899, 2.1761, 1.1953)  0.121
H (0.1696, -1.7499, -1.1521)  0.142
H (1.0586, 1.1470, -1.4745)  0.121
H (1.6759, -0.2648, -2.4638)  0.114
H (2.3717, -0.0138, -0.7473)  0.127

Values from the calculation:
Spin multiplicity = 1
Total charge = +1
HOMO level (alpha / beta) = -0.4778 / -0.4778 Ha



#two
DFT (ωB97M-V with the def2-TZVPD basis set) results for C5H7N2 as an isolated structure.

Each line ends with the Löwdin charge.
Cartesian coordinates (Å):
C (0.5034, 0.2472, 1.8737)  -0.089
C (0.8517, -1.8581, 1.5177)  -0.108
C (0.2593, -0.0733, 0.5376)  -0.154
C (-0.3718, 1.3518, -0.7503)  0.225
C (-0.8513, 0.9765, -2.0493)  -0.103
N (0.8044, -0.9413, 2.4513)  0.082
N (0.4172, -1.3425, 0.2917)  0.081
H (0.3583, 1.2821, 2.3515)  0.150
H (0.8864, -2.9423, 1.6921)  0.149
H (-0.3303, 2.2164, -0.0762)  0.104
H (-1.9663, 1.3484, -2.1143)  0.163
H (-0.6896, -0.1412, -2.2925)  0.116
H (-0.3678, 1.7922, -2.8796)  0.205
H (0.4964, -1.9158, -0.5535)  0.180

Values from the calculation:
Spin multiplicity = 1
Total charge = +1
HOMO level (alpha / beta) = -0.4970 / -0.4971 Ha



#three
DFT (ωB97M-V with the def2-TZVPD basis set) results for an isolated ion of composition C5H7N2 and charge +1.

Each line ends with the Löwdin charge.
Cartesian coordinates (Å):
C (-0.4993, 0.5949, -0.6574)  0.074
C (1.4592, 1.8862, -0.1011)  0.162
C (0.7772, 0.8233, -1.0476)  -0.154
C (-2.7005, 0.4201, 0.5978)  -0.022
C (2.4964, -0.3645, 0.8361)  -0.014
N (-1.4936, 0.3501, -0.0602)  0.162
N (1.7828, 0.6708, 0.1714)  -0.075
H (1.1286, 0.6966, -2.1054)  0.164
H (-3.3905, 1.1587, 0.4150)  0.086
H (-3.1810, -0.6370, 0.5101)  0.159
H (-2.4747, 0.5340, 1.6088)  0.095
H (2.6659, -1.1775, 0.1020)  0.117
H (1.9029, -0.7375, 1.7307)  0.125
H (3.4205, 0.0131, 1.3206)  0.120

Values from the calculation:
Spin multiplicity = 1
Total charge = +1
HOMO level = -0.5166 Ha



#four
DFT (ωB97M-V with the def2-TZVPD basis set) results for an isolated ion of composition C5H7N2 and charge +1.

Each line ends with the Löwdin charge.
Cartesian coordinates (Å):
C (-1.1848, -1.3051, -0.1119)  0.058
C (-2.3721, -0.4928, -0.3057)  -0.080
C (-0.1604, -0.5508, 0.3105)  0.084
C (1.8908, 0.6780, -0.5544)  -0.026
C (1.0020, 0.1386, 0.5805)  -0.202
N (-1.4073, 1.3763, 0.6667)  0.296
N (-2.1910, 0.6577, 0.2000)  -0.013
H (-1.1846, -2.3585, -0.1316)  0.137
H (-3.2557, -0.7358, -0.6993)  0.093
H (2.8582, 1.0050, -0.0886)  0.127
H (1.5701, 1.6292, -0.7742)  0.060
H (1.8146, 0.0956, -1.3682)  0.055
H (1.0580, 0.7561, 1.5347)  0.171
H (1.5622, -0.8935, 0.7414)  0.241

Values from the calculation:
Spin multiplicity = 1
Total charge = +1
HOMO level (alpha / beta) = -0.5021 / -0.5021 Ha



The structure with the most favorable energy is #one; the runner-up is 0.0101 hartree above it.